29
Properties=species:S:1:pos:R:3 method="wB97M-V/def2-TZVPD" fmax_ev_per_a=0.48 de_lowest_ev=0.000 multiplicity=3 charge=0 total_energy_ha=-2587.85452 s2=2.04 homo_lumo_gap_ev="6.1 / 6.5"
V -0.30266 1.46638 1.07810
N 1.88866 1.14163 0.44843
C 2.45253 -0.18382 0.81682
C 2.27141 -0.42756 2.33032
C 0.88168 0.09704 2.54313
O -0.10844 -0.51412 2.04704
O 0.76059 1.32722 2.83337
H 2.06195 1.34147 -0.53043
H 2.33142 1.87631 0.99630
H 3.49990 -0.28840 0.52953
H 1.87018 -0.93234 0.27838
H 2.97614 0.15830 2.91790
H 2.38356 -1.48517 2.55682
Te 0.09358 3.92894 0.25689
Te -2.00155 5.31855 1.28363
Te -3.86515 3.49690 0.67448
Te -2.73065 1.50818 2.13284
C -0.58750 -0.89758 -3.00668
N -1.20581 -1.39221 -1.78532
C -1.77679 -2.72907 -1.82378
C -1.26416 -0.66040 -0.68951
O -0.78336 0.49091 -0.62511
H 0.19842 -1.58722 -3.31642
H -0.17488 0.08873 -2.82260
H -1.33793 -0.83479 -3.79487
H -0.99441 -3.46120 -2.02606
H -2.53042 -2.78793 -2.60905
H -2.24031 -2.95346 -0.86635
H -1.76602 -1.10529 0.17223

---

23
Properties=species:S:1:pos:R:3 method="wB97M-V/def2-TZVPD" smiles="CCCNC(C)=O.N#CP" fmax_ev_per_a=1.05 de_lowest_ev=0.365 charge=0 total_energy_ha=-762.51044 homo_lumo_gap_ev=10.1
C 2.82572 2.22014 -0.07300
C 0.26844 -2.39144 -1.48752
C -1.38459 2.61342 1.35560
C -0.44952 -1.08187 -1.18425
C -0.75437 -0.96662 0.31248
C -0.63701 1.31081 1.20980
N 2.75939 2.36353 -1.21021
N -1.34519 0.30833 0.65685
O 0.52389 1.15991 1.55544
P 2.80807 2.06858 1.68957
H -0.31980 -3.23613 -1.13709
H 0.43154 -2.50300 -2.55500
H 1.23487 -2.41939 -0.98991
H -1.55026 3.04071 0.36664
H -2.34888 2.45868 1.83457
H -0.79294 3.31007 1.93916
H -1.38224 -1.03129 -1.75172
H 0.17729 -0.23936 -1.48216
H -1.43065 -1.76925 0.62568
H 0.17352 -1.04588 0.88303
H -2.27890 0.49660 0.32731
H 4.21127 2.16910 1.71603
H 2.86382 0.68080 1.65746

---

22
Properties=species:S:1:pos:R:3 method="wB97M-V/def2-TZVPD" fmax_ev_per_a=1.21 de_lowest_ev=5.889 charge=0 total_energy_ha=-400.47658 homo_lumo_gap_ev=7.9
C -1.72914 0.12098 1.05290
C 1.42246 -0.80963 1.18719
C 1.35618 -0.46245 -1.22605
N 0.74748 -0.21776 0.05452
N -1.20627 1.03267 -0.00133
C -1.11407 -0.55199 -0.09296
C 0.12966 1.65497 0.16913
C -1.61034 -1.51941 -0.89147
N 0.40807 2.48034 -0.78493
H -1.86455 1.54596 -0.58061
H 1.22631 3.03906 -0.55798
H -1.20984 0.18284 2.00152
H -2.81252 0.12782 1.10743
H 0.40994 1.78668 1.22155
H 1.20670 -1.88392 1.27431
H 2.51200 -0.70450 1.11070
H 1.13343 0.38110 -1.89049
H 0.95031 -1.37063 -1.69591
H 2.44246 -0.57972 -1.15448
H 1.10327 -0.32868 2.11811
H -1.35148 -1.56268 -1.94091
H -2.15005 -2.36107 -0.48028

---

22
Properties=species:S:1:pos:R:3 method="wB97M-V/def2-TZVPD" fmax_ev_per_a=1.95 de_lowest_ev=3.688 charge=0 total_energy_ha=-400.55748 homo_lumo_gap_ev="7.7 / 7.7"
C -0.74805 0.77700 0.26010
C -0.63351 0.51520 1.72372
C -0.49071 2.15636 -0.24881
N -1.23279 -0.15513 -0.55172
C 1.77248 -0.45675 -0.16925
N 2.00181 -0.43243 -1.52540
C -1.02420 -1.50242 -0.41238
C -1.87611 -2.44639 -0.07448
N 2.49111 0.04409 0.74437
H -1.32924 0.13438 -1.52288
H 2.88437 -0.07450 -1.86174
H 1.56019 -1.14154 -2.08746
H 3.28991 0.58040 0.39672
H 0.88882 -1.16094 0.06884
H -1.34907 1.12893 2.27446
H -0.83083 -0.53080 1.94947
H -1.10352 2.88807 0.28135
H 0.55404 2.42432 -0.07248
H -0.69300 2.24332 -1.31656
H 0.37021 0.75922 2.07400
H -2.91905 -2.26542 0.18776
H -1.58284 -3.48495 -0.11764

---

23
Properties=species:S:1:pos:R:3 method="wB97M-V/def2-TZVPD" smiles=C[C@@]1(C[C@@H](N)C#N)CN1.O fmax_ev_per_a=3.80 de_lowest_ev=3.206 charge=0 total_energy_ha=-475.84898 homo_lumo_gap_ev=9.8
C -1.69799 0.03417 -1.06561
C -1.31873 -0.52892 0.28651
C 0.00258 -1.28146 0.35087
C 1.18506 -0.35659 0.02545
N 1.41332 0.75084 0.93821
C 2.47289 -1.07739 -0.17325
N 3.38762 -1.37390 -0.85275
C -1.83110 0.15989 1.49788
N -2.37218 -1.14021 1.09816
H -2.67191 0.54127 -1.02101
H -0.95667 0.75871 -1.43064
H -1.75672 -0.76923 -1.81443
H 0.13946 -1.69411 1.36042
H -0.01713 -2.11274 -0.37024
H 0.99084 0.06425 -0.97535
H 1.18850 1.62752 0.47031
H 1.25731 0.48163 1.90498
H -1.25226 0.15244 2.42457
H -2.44960 1.04911 1.35740
H -3.28009 -1.02955 0.65293
O 2.63507 2.16837 -1.28513
H 1.74844 2.21141 -1.66521
H 3.18329 1.36447 -1.71406

---

23
Properties=species:S:1:pos:R:3 method="wB97M-V/def2-TZVPD" smiles="C/C(C(N)=O)=C(/C)N(C)N" fmax_ev_per_a=1.06 de_lowest_ev=2.246 charge=0 total_energy_ha=-475.88426 homo_lumo_gap_ev=8.5
C -0.62600 -2.31961 -1.16369
C 2.06902 0.49660 0.50844
C -1.79054 0.28136 -0.21286
N 0.10368 -1.05223 -1.05896
C 0.17011 1.79391 1.46322
C 0.58148 0.71519 0.52293
C -0.30137 -0.01082 -0.20898
N 0.86895 -0.68990 -2.19373
N -0.76440 1.44127 2.38634
O 0.71310 2.89072 1.48063
H 0.82372 0.31986 -2.35419
H 1.85431 -0.89714 -2.02211
H -1.12157 0.50078 2.46897
H -0.99999 2.12014 3.09716
H -1.25318 -2.49493 -0.28322
H -1.25844 -2.33924 -2.05697
H 0.09058 -3.14641 -1.22138
H 2.51583 0.73549 1.47959
H 2.33082 -0.54564 0.29966
H 2.53681 1.13451 -0.24858
H -2.31335 -0.37500 0.48983
H -2.01731 1.32183 0.03955
H -2.21226 0.11926 -1.21164

---

23
Properties=species:S:1:pos:R:3 method="wB97M-V/def2-TZVPD" smiles="CN1C[C@H]1[C@@H](N)CC(N)=O" fmax_ev_per_a=5.98 de_lowest_ev=3.937 charge=0 total_energy_ha=-475.82212 homo_lumo_gap_ev=10.1
C -2.45594 -0.73003 1.02165
N -2.35988 0.20342 -0.08437
C -1.72825 1.48793 0.15239
C -1.08326 0.47523 -0.72420
C 0.20874 -0.20999 -0.31407
N 0.31565 -1.58486 -0.80210
C 1.39044 0.63209 -0.80805
C 2.71029 0.53758 -0.07929
N 3.14814 -0.60358 0.45385
H -1.66256 -0.61737 1.78123
H -3.42241 -0.58331 1.52267
H -2.42817 -1.76006 0.63849
H -2.22037 2.36466 -0.27433
H -1.26847 1.64702 1.13466
H -1.16369 0.60830 -1.81020
H 0.26742 -0.25041 0.78334
H -0.47013 -2.14563 -0.48790
H 0.31003 -1.60643 -1.81969
H 1.60271 0.37328 -1.86018
H 1.10541 1.69199 -0.80335
O 3.04239 1.45730 0.74360
H 2.57755 -1.41928 0.22161
H 3.58436 0.03213 1.41421

---

23
Properties=species:S:1:pos:R:3 method="wB97M-V/def2-TZVPD" fmax_ev_per_a=14.70 de_lowest_ev=12.277 charge=0 total_energy_ha=-475.51561 homo_lumo_gap_ev=9.4
C 2.47003 -1.02900 -0.40145
C 0.96035 -0.56819 -0.33957
C 0.06205 -1.37720 0.27293
C -1.27865 0.27533 1.20491
C -0.32875 1.39133 0.38136
C -0.95517 1.80737 -0.95912
H 2.65826 -1.18274 0.45697
H 2.65941 -2.12006 -0.99270
H 3.37664 -0.18252 -0.99434
H 0.50305 -0.18556 -1.25830
H 0.28239 -1.78893 1.44751
H 0.08294 -2.70946 -0.21417
H -1.07163 0.38652 2.22252
H -2.36785 0.77859 1.37258
H 0.15405 2.00844 0.85200
H -1.74646 2.53162 -0.57406
H -1.01754 0.90956 -1.77873
H -0.28356 2.78285 -1.52145
H 1.33271 0.63471 1.30761
N -1.28972 -0.93989 0.49588
N 0.99923 0.79006 0.16711
N -1.99955 -1.19254 -0.61767
O -3.20222 -1.02029 -0.52980

---

24
Properties=species:S:1:pos:R:3 method="wB97M-V/def2-TZVPD" fmax_ev_per_a=2.59 de_lowest_ev=4.296 charge=0 total_energy_ha=-551.01033 homo_lumo_gap_ev=9.2
C -0.31628 1.22385 -0.07447
C 0.47212 -1.25351 0.33214
C -1.10928 -0.04791 -0.15055
C 0.99455 -1.76944 -0.97020
C -1.74721 -0.43939 -1.44525
C 1.83403 1.99258 0.79530
N 1.17596 -0.25458 0.96208
N 1.12149 0.90363 0.17309
N -1.84172 -0.35385 1.02091
O -1.40764 0.08646 2.08461
O -2.79964 -1.10506 0.94101
H -0.36691 1.77363 -1.01449
H -0.69365 1.85604 0.74237
H 0.08864 -2.02027 0.99844
H 1.29141 -0.95159 -1.61868
H 0.24945 -2.38939 -1.46014
H 1.87055 -2.38685 -0.77087
H -2.19395 -1.42594 -1.35547
H -1.00887 -0.44155 -2.24175
H -2.53546 0.26591 -1.71291
H 2.89494 1.74949 0.81836
H 1.69387 2.89347 0.20295
H 1.48524 2.18076 1.82179
H 0.84835 -0.08648 1.92173

---

24
Properties=species:S:1:pos:R:3 method="wB97M-V/def2-TZVPD" smiles="NC(=O)NCN1CCOCC1" fmax_ev_per_a=2.26 de_lowest_ev=0.300 charge=0 total_energy_ha=-551.15721 homo_lumo_gap_ev=9.2
O -0.37255 3.74662 -1.03931
O 0.72713 -2.72758 -0.45554
C -0.84227 2.74954 -0.54379
N -2.14044 2.43054 -0.86859
N -0.05616 2.00976 0.22942
N 0.73585 -0.09621 0.55280
C -0.46691 0.72680 0.66094
C 0.27140 -2.50276 0.91071
C 0.49719 -1.60199 -1.30738
C 0.90985 -1.21391 1.50382
C 1.24594 -0.37165 -0.78770
H -2.65763 3.23850 -1.15454
H -2.60000 1.72191 -0.28834
H 0.93539 2.27707 0.26493
H -1.25099 0.36101 0.00969
H -0.80736 0.79117 1.70240
H -0.78970 -2.47109 0.94968
H 0.55389 -3.36818 1.48493
H 0.79494 -1.84490 -2.32333
H -0.56346 -1.33228 -1.34860
H 0.49199 -0.99000 2.49041
H 1.98249 -1.46260 1.62329
H 2.34214 -0.54037 -0.79026
H 1.05929 0.47060 -1.47563